1.
ORCA calculation (ωB97M-V with the def2-TZVPD basis set) on a molecular structure, C25H44Cl3N4O3SeSiV at a distorted geometry.

Calculated values
**HOMO energy (alpha / beta)**: -0.2060 / -0.2062 hartree
**Expectation value of S²**: 2.0293
**HOMO-LUMO gap (alpha / beta)**: 4.6840 / 5.5085 eV

The geometry in ORCA input format:
```
! RIJCOSX wB97M-V def2-TZVPD def2/J DEFGRID3
* xyz 0 3
Se -0.1085 -0.1609 0.8564
V -0.5951 2.2165 0.0999
Cl -0.3125 0.9861 -1.7061
Cl 1.0825 3.6832 -0.1647
Cl -2.8268 2.3100 0.1733
Si -0.3948 2.4390 -3.4805
O 2.9457 0.3684 -0.7728
O -0.6551 3.0231 2.5047
O 0.1828 -1.7865 -2.8227
N -1.6746 -0.1552 3.2813
N -0.5168 5.3066 2.5025
N 0.4501 0.2593 3.5622
N 3.2596 -1.5474 -2.0342
C -0.4302 -5.2492 -5.1060
C -1.1733 -3.3671 -3.6274
C 3.3276 -2.9958 -2.0085
C -0.8000 -3.1452 -0.9852
C -0.8777 -2.4789 -2.3879
C 1.8141 0.5678 3.1574
C -1.1698 6.5883 2.3232
C -0.4742 -0.1143 2.6503
C -0.6543 -4.5877 -3.7720
C 2.9836 -0.8604 -0.8918
C -0.7944 -4.1796 1.6479
C -1.5150 0.2663 4.5955
C -1.3771 1.6273 -4.8058
C 0.3201 -3.8055 -0.4738
C 3.2362 -0.9022 -3.3337
C 1.3627 2.8743 -3.8995
C -1.9522 -3.5900 1.1217
C -1.1584 4.1481 2.2764
C -1.9094 -2.6235 -4.7084
C 0.8957 5.2845 2.8277
C -2.9312 -0.4278 2.6133
C 0.3491 -4.2810 0.8513
C -1.3356 3.8445 -2.6439
C -0.1758 0.5347 4.7725
C -1.9474 -3.0934 -0.1861
H -1.4218 -1.6525 -4.8929
H 1.1885 -3.9675 -1.1115
H 2.2178 -0.8984 -3.7559
H -1.9506 -3.1846 -5.6516
H 1.4636 3.0600 -4.9791
H 2.0536 2.0679 -3.6213
H -2.8653 -2.6645 -0.5958
H -1.9577 6.4836 1.5655
H 2.4564 -3.4343 -2.5126
H 3.6082 0.1257 -3.2576
H -2.3490 3.5304 -2.3527
H -1.7690 2.4026 -5.4820
H 2.2924 -0.3507 2.7909
H 2.7830 -1.5252 -0.0220
H -0.3248 -5.1630 -2.8966
H 1.6816 3.7948 -3.3893
H 0.0474 -6.2311 -4.9860
H 1.8197 1.2910 2.3195
H -2.2336 1.0770 -4.3969
H -0.7691 0.9389 -5.4062
H -1.6305 6.9362 3.2632
H 0.3370 0.9072 5.6277
H 3.3549 -3.3128 -0.9620
H -3.0594 -1.5058 2.4535
H -0.4213 7.3224 1.9990
H -0.8171 4.2153 -1.7412
H -2.9702 0.0802 1.6384
H 2.3683 0.9804 4.0059
H 1.1522 6.2615 3.2417
H 3.8833 -1.4683 -4.0159
H 4.2332 -3.3584 -2.5138
H -2.3475 0.4012 5.2509
H -3.7343 -0.0354 3.2462
H 1.2492 -4.7817 1.2446
H -2.1806 4.2724 1.8679
H -1.3778 -5.3942 -5.6461
H -2.9430 -2.4336 -4.3777
H -1.7386 -1.7764 -2.3599
H 1.1002 4.4832 3.5434
H -2.8708 -3.5576 1.7194
H 1.4766 5.1040 1.9142
H 0.2342 -4.6468 -5.7560
H -0.8108 -4.5903 2.6667
H -1.4348 4.7118 -3.3163
*
```

---

2.
ORCA calculation (ωB97M-V with the def2-TZVPD basis set) on a molecular structure, C25H44InO2P2 at a distorted geometry.

Calculated values
**HOMO energy (alpha / beta)**: -0.3433 / -0.3402 hartree
**HOMO-LUMO gap (alpha / beta)**: 5.1859 / 6.0013 eV

The geometry in ORCA input format:
```
! RIJCOSX wB97M-V def2-TZVPD def2/J DEFGRID3
* xyz 1 1
In -0.0956 0.0410 0.8759
P 1.5529 1.2969 -0.5188
P -1.6173 0.4093 -0.9434
O -1.1223 2.1171 2.9190
O -0.4386 3.1761 1.0660
C -1.6653 0.2164 -3.7915
C -0.7101 -2.6024 3.3270
C 1.0640 2.2789 -4.4849
C -1.1018 -0.8605 -4.6776
C -0.6057 -1.5189 4.2430
C -1.9671 -3.2488 2.9059
C 2.3460 2.8769 -0.7121
C 2.9929 -2.1823 3.4951
C 1.5203 -2.1220 3.6027
C -1.7128 -0.7623 4.8651
C 0.9495 -4.0726 2.0060
C -1.3039 1.5238 -3.8654
C -0.0981 1.3127 -1.5022
C 2.5960 -0.0832 -1.0506
C 1.6716 1.1005 -3.7852
C 0.7700 -1.2226 4.4083
C -0.6049 2.1438 1.6861
C -3.2012 1.1853 -1.0463
C -1.3909 3.4129 3.5152
C 0.6064 -2.9870 2.9484
C -1.5764 -1.3526 -1.4427
C 1.3060 -0.1436 5.2613
C -0.4130 2.1283 -4.9142
C 1.2481 -0.1909 -3.8893
C 0.4005 -0.7000 -5.0177
H 0.5128 -0.0971 -5.9396
H 3.2989 -2.5255 2.5000
H 3.4351 -1.1972 3.6748
H -2.2049 -4.1294 3.5237
H -2.6602 -1.2942 4.7351
H 2.0356 -1.0167 -1.1829
H -2.8162 -2.5609 2.9834
H -3.2930 1.9533 -0.2659
H -1.5301 -0.6323 5.9430
H 3.3405 -0.2483 -0.2579
H -1.8421 2.2719 -3.2602
H -1.2455 -1.8428 -4.1973
H -2.6054 -1.6325 -1.6972
H 1.7416 -0.9811 -3.3064
H -0.4911 1.6132 -5.8892
H 0.7788 -1.7013 -5.2929
H -1.2382 -2.0178 -0.6217
H 2.6670 1.3321 -3.3939
H 1.6467 2.5360 -5.3929
H -1.6629 -0.9212 -5.6332
H -3.9805 0.4211 -0.8888
H 0.9143 0.8413 4.9634
H -0.7919 3.1494 -5.1070
H 1.1619 -5.0041 2.5500
H 3.1129 0.1711 -1.9768
H -1.8131 0.2438 4.4179
H 0.1415 0.7378 -2.3837
H 3.4253 -2.8789 4.2299
H -0.4500 3.9464 3.6981
H 3.3688 2.7811 -0.3218
H 2.3547 3.1388 -1.7804
H -0.9060 -1.4970 -2.3011
H 2.3977 -0.0988 5.2122
H -0.3307 2.3613 -1.7212
H 1.8456 -3.8197 1.4273
H 1.1477 3.1631 -3.8264
H -2.0510 4.0181 2.8802
H -1.8824 3.1953 4.4635
H -1.9058 -3.5981 1.8695
H 1.0224 -0.2949 6.3125
H -3.3144 1.6394 -2.0348
H 1.7902 3.6272 -0.1275
H -2.6509 -0.0463 -3.3767
H 0.1273 -4.2758 1.3099
*
```

---

3.
ORCA calculation (ωB97M-V with the def2-TZVPD basis set) on a molecular structure, C25H44N11O2Ru at a distorted geometry.

Calculated values
**HOMO energy (alpha / beta)**: -0.5181 / -0.5185 hartree
**Expectation value of S²**: 0.7594
**HOMO-LUMO gap (alpha / beta)**: 7.0535 / 6.8102 eV

The geometry in ORCA input format:
```
! RIJCOSX wB97M-V def2-TZVPD def2/J DEFGRID3
* xyz 2 2
Ru 0.5146 0.5588 -0.7668
O 0.0338 2.5173 -1.9003
O 0.1798 0.6527 -3.0277
N 0.4654 1.0207 1.2771
N 0.2113 1.2747 3.4352
N 0.4038 -1.6448 -1.1367
N -2.4853 0.2836 -1.8040
N -1.7934 0.9009 -0.7390
N -1.3245 -0.1636 9.8820
N -0.9452 -3.4698 -2.0122
N -0.1862 -3.5448 0.2780
N 2.9178 0.1136 -0.5371
N 2.6498 0.9994 -1.6047
N 1.3761 -3.8230 -1.5395
C 0.0373 1.9083 -2.9936
C -1.2079 0.1732 5.0825
C -4.4111 -0.5867 -2.9204
C -3.9708 0.3044 -1.7647
C 3.6862 2.0419 -1.9490
C -0.7112 -2.0473 -2.0656
C 0.0475 -2.1276 0.2461
C 1.6248 -2.4058 -1.5743
C 0.6831 1.4804 5.8170
C -0.7175 0.3719 7.4242
C -4.4970 1.7285 -1.9692
C -0.1124 0.9747 4.8026
C 0.3802 1.1770 7.1325
C 0.6305 2.4894 2.9406
C 4.8747 1.3367 -2.6001
C 0.1203 0.4216 2.4047
C -4.4589 -0.2789 -0.4432
C -1.0474 0.0690 8.7928
C 1.0291 -4.2351 -0.1778
C 0.2695 -4.1734 -2.4381
C 4.1140 2.7830 -0.6906
C 3.0288 3.0036 -2.9293
C -1.2795 -3.8717 -0.6482
C 0.7798 2.3280 1.6026
C -1.5114 -0.1321 6.3968
H 0.1051 -5.2486 -2.4029
H 0.8725 -1.8837 0.9196
H 3.2326 0.6468 0.2665
H -4.2088 0.3461 0.4196
H 0.5199 -3.8801 -3.4578
H -0.0978 2.4689 -3.9253
H 3.2515 3.2218 -0.1841
H 1.8748 -2.0938 -2.5909
H -2.3606 -0.7586 6.6308
H 2.6518 2.4710 -3.8072
H 5.4028 0.6909 -1.8952
H 5.5854 2.0789 -2.9614
H -2.1194 0.5950 -2.6931
H -4.0490 -1.2807 -0.2909
H -1.4585 -4.9451 -0.6173
H 2.2017 3.5297 -2.4573
H -1.6062 -1.5050 -1.7904
H -2.2779 0.6256 0.1099
H -4.1077 2.4158 -1.2133
H 3.7601 3.7326 -3.2736
H 4.7886 3.5919 -0.9657
H -5.5848 1.7389 -1.9048
H -1.8351 -0.1983 4.2820
H 4.6620 2.1438 0.0051
H -0.1684 -0.6103 2.5098
H 1.5472 2.0916 5.5903
H -4.2139 2.1001 -2.9559
H -5.5438 -0.3630 -0.4711
H 1.0564 3.0545 0.8562
H 0.7561 3.3567 3.5647
H -4.0854 -1.6168 -2.7662
H -3.9970 -0.2327 -3.8673
H -0.8560 -1.6030 0.5669
H 0.8514 -5.3086 -0.1599
H -0.4288 -1.7529 -3.0759
H 4.5597 0.7404 -3.4600
H 2.4460 -2.1788 -0.9008
H -2.1873 -3.3553 -0.3295
H -1.7916 1.9192 -0.8277
H 1.8566 -4.0039 0.4955
H 3.6318 -0.5834 -0.7445
H -5.4970 -0.5724 -3.0004
H 2.4630 0.4549 -2.4444
H 0.9996 1.5517 7.9352
*
```

---

4.
ORCA calculation (ωB97M-V with the def2-TZVPD basis set) on a molecular structure, C25H44O2P2Tb at a distorted geometry.

Calculated values
**HOMO energy (alpha / beta)**: -0.3220 / -0.3231 hartree
**Expectation value of S²**: 12.7008
**HOMO-LUMO gap (alpha / beta)**: 4.9188 / 5.0384 eV

The geometry in ORCA input format:
```
! RIJCOSX wB97M-V def2-TZVPD def2/J DEFGRID3
* xyz 1 7
Tb 0.4116 -0.5269 0.0669
P -0.9767 1.6021 -2.0182
P -1.4101 -0.8035 2.2357
O 0.6766 -2.8119 0.0397
O 0.8196 -1.7073 -1.8750
C 3.2351 1.8704 -1.4840
C -0.4842 3.1539 -1.2854
C 2.1749 2.1144 1.5247
C 2.7861 0.9187 0.8900
C -1.9505 -2.5118 2.3831
C 2.7428 -0.6246 2.9608
C 3.2593 0.8128 -0.4513
C -2.8482 0.2244 -1.5995
C -3.9274 -0.7407 0.6819
C -3.6134 2.2436 0.5742
C -2.5905 1.3864 1.2033
C 3.6812 -1.1850 0.6085
C 4.2224 -2.5248 0.9010
C -0.7248 0.9513 -3.6604
C -3.5169 2.6199 -0.9161
C 3.0263 -0.3317 1.5405
C -1.0104 0.0250 3.8022
C 0.9979 -2.8073 -1.2162
C -2.9750 0.0258 1.6885
C 4.4938 -1.0009 -1.8225
C -1.4636 0.0291 -1.0602
C 1.6175 -4.0080 -1.8730
C -4.0592 -0.3145 -0.7791
C -2.7952 1.7011 -1.9239
C 3.8178 -0.4795 -0.6174
H -1.3688 0.4515 0.0234
H -4.8963 0.3885 -0.8874
H -2.9582 -0.3027 -2.5615
H -0.8702 3.9709 -1.9258
H -3.5906 3.1848 1.1345
H -3.5279 0.0144 2.6544
H -1.1506 -3.1465 2.0064
H 0.5995 3.2809 -1.1930
H -4.3627 -1.2475 -1.3075
H 1.2596 1.8715 2.0862
H 2.8586 2.5810 2.2469
H -3.1289 1.9820 -2.9432
H -4.9172 -0.6019 1.1455
H -0.9277 3.2923 -0.2838
H 4.7257 -0.1859 -2.5182
H -3.1687 3.6596 -1.0115
H -1.8418 1.9136 1.8084
H 4.3448 -2.6803 1.9797
H 3.8716 -1.7320 -2.3629
H -1.8644 0.0302 4.4940
H 2.7137 -3.9923 -1.7375
H 5.2085 -2.6493 0.4301
H -2.8589 -2.7614 1.8181
H -1.6985 0.7642 -4.1412
H 1.4089 -4.0172 -2.9456
H 3.1410 1.4373 -2.4893
H 3.5043 -0.1862 3.6248
H 1.2309 -4.9136 -1.4066
H 4.1546 2.4766 -1.4798
H -0.1749 -0.5304 4.2300
H -1.0741 -1.0305 -1.2640
H 1.7753 -0.2225 3.2927
H 5.4386 -1.4993 -1.5637
H 2.4028 2.5681 -1.3387
H 2.7380 -1.7052 3.1476
H 1.9265 2.8876 0.7830
H -3.7880 -1.8325 0.7392
H 3.5737 -3.3306 0.5251
H -4.6117 1.8354 0.7827
H -0.1772 1.6740 -4.2722
H -0.6922 1.0711 3.6471
H -0.1585 0.0130 -3.6369
H -4.5571 2.6183 -1.2882
H -2.1282 -2.6998 3.4401
*
```

---

For the records above, the corresponding ΔE to the lowest compared entry with this formula, charge and spin values read 0.0, 333.7, 194.9, 275.3 kJ/mol.